87
Properties=species:S:1:pos:R:3 method="wB97M-V/def2-TZVPD" energy_ev=-154349.4880 total_charge=+1
O 1.714 -1.476 1.135
N -1.876 -0.071 -0.772
O -3.958 -4.276 0.269
C 2.795 -3.976 1.313
H -1.892 -2.577 -5.203
C 2.848 8.520 -2.151
C -1.944 -0.817 1.783
C 3.579 -2.839 1.122
C -4.720 -6.867 0.647
O 2.014 10.238 -4.094
N -3.292 -5.108 -0.333
C -3.233 -8.832 -0.663
H 6.647 -4.270 1.009
O 1.427 7.950 1.162
C 5.569 -4.184 1.093
H -1.961 0.763 -2.723
H -1.333 -1.215 -3.647
C 4.719 7.982 -3.594
H 0.050 3.497 4.918
C -0.549 -0.096 1.941
H -4.525 -0.667 -0.454
C 4.528 6.955 -1.422
C -5.059 -8.207 0.789
H 0.518 -2.225 3.518
C 4.792 -5.324 1.274
H -2.563 -4.216 -3.197
C 4.965 -2.935 1.016
N 1.367 7.985 2.383
C -3.035 -4.258 -4.234
C -2.244 -1.417 -2.971
C -2.511 -0.063 -2.143
C 1.023 6.746 3.084
O 1.569 8.981 3.055
C 3.541 8.684 -3.347
C -2.455 -0.721 0.338
H -1.920 -2.296 -2.299
N -0.703 0.542 -0.654
C -0.097 0.503 0.595
C -3.638 -6.518 -0.160
O 3.647 -0.562 0.819
O 0.475 -1.589 4.267
H 5.260 8.101 -4.525
H 0.898 5.571 1.271
H -4.161 -4.488 -4.173
H -5.902 -8.489 1.409
C 0.556 5.577 5.130
H -3.704 -2.352 -0.662
C 0.458 4.413 3.018
H -2.042 -7.231 -1.438
C 0.907 6.751 4.472
H 4.920 6.282 -0.665
H 2.815 7.519 -0.250
H 0.457 5.571 6.210
Br -0.809 1.247 5.017
H 0.930 1.013 0.634
H -5.304 -6.113 1.162
H 5.581 -2.055 0.872
C 0.330 4.412 4.403
C -4.318 -9.187 0.133
H 1.717 -3.909 1.401
C -3.853 -1.466 0.036
C 3.346 7.651 -1.187
H 6.132 6.571 -2.802
C 3.409 -5.221 1.386
H -3.658 -2.604 2.717
O -2.360 -4.835 -1.071
H -4.590 -10.232 0.242
N 3.031 9.615 -4.356
H 1.928 9.060 -1.954
C -2.952 -2.752 -4.827
H -4.393 -1.789 0.976
H 2.808 -6.113 1.528
H -2.658 -9.600 -1.169
S -2.763 -1.634 3.198
P 0.429 -0.030 3.568
O 3.655 9.719 -5.401
H -3.633 -2.673 -5.749
N 2.937 -1.529 1.018
H 0.282 3.500 2.457
H 5.267 -6.299 1.326
H 1.081 7.652 5.048
C 0.805 5.582 2.351
H -2.479 -5.015 -4.884
C -2.888 -7.494 -0.813
C 5.212 7.117 -2.623
O -3.359 -1.810 -3.789
H -3.602 0.254 -2.116

---

122
Properties=species:S:1:pos:R:3 method="wB97M-V/def2-TZVPD" energy_ev=-112959.2876 multiplicity=8
H -5.968 2.479 3.082
C -1.411 -2.969 -0.744
C -3.553 1.836 4.395
H -0.217 -6.468 -2.255
C 1.013 3.612 4.243
C -2.500 -0.498 0.696
H -5.898 1.058 1.273
H 3.915 -5.297 -0.891
C 6.800 2.309 -1.034
H -5.296 -1.165 3.784
H 3.198 -3.493 -3.299
N 0.904 4.077 2.024
H -4.561 2.737 -1.202
H -6.951 1.982 -0.234
C -0.696 -0.894 1.959
H 1.564 5.650 0.585
N 4.632 2.730 -0.102
H -4.573 -0.281 -2.917
H -2.175 -5.556 -4.401
H -5.783 5.578 1.165
C 5.916 -1.233 2.510
O 1.460 -0.757 -0.664
C -0.100 4.473 -1.681
C 0.601 4.531 3.295
C -0.419 3.359 -2.486
C -0.620 -1.964 -0.244
C 3.396 -3.008 0.267
C 4.841 -0.377 2.484
H -0.348 1.214 -1.853
C 6.877 -0.109 0.632
H -3.886 -5.493 -2.654
N 0.530 4.015 -0.537
H -4.356 5.246 1.027
H 2.827 -3.569 1.071
H -3.632 -3.773 -2.350
C -4.062 0.578 2.237
H -0.259 5.524 -1.881
H 7.856 -1.735 1.636
H -0.759 3.279 -3.542
C 6.795 3.483 -1.721
C -1.532 -4.787 -3.852
H 4.127 -0.337 3.277
C -4.579 0.341 -0.191
N 0.524 2.640 -0.513
O -5.232 4.790 1.000
Eu 2.464 1.080 0.578
H 2.558 -5.449 -2.071
C 5.686 4.353 -1.494
H 0.893 -4.572 -2.602
C 6.960 -1.112 1.533
H -4.041 2.321 5.289
C 0.484 -3.831 -1.952
H -7.473 1.344 -1.765
N 9.017 -0.570 -0.541
H -7.387 0.249 -0.362
H 3.856 -2.001 -2.497
C 7.940 0.215 -0.283
H -6.311 1.647 4.593
N 4.745 0.620 1.601
C 0.732 -1.887 -0.601
C -5.556 -0.204 -2.451
S 0.820 -1.188 2.568
H 3.079 0.402 -2.545
H 7.689 3.774 -2.295
C 7.915 1.418 -1.104
H -6.254 0.171 -3.259
H -3.711 1.689 -2.301
H -2.442 -3.106 -0.398
C -3.358 -0.323 -0.416
C -4.675 -0.455 4.367
N 1.396 2.774 2.145
H -5.933 -1.192 -2.112
C -4.505 0.897 3.653
H -1.844 -3.799 -4.272
C 1.571 2.533 3.463
S 9.909 0.269 -1.621
C -1.277 -6.296 -1.949
C 5.698 1.961 -0.172
B 0.605 4.877 0.754
H 0.103 5.517 3.425
H -6.678 0.815 3.013
C -4.889 0.695 1.112
H -0.493 -5.020 -4.154
H -5.073 -0.301 5.390
H -5.309 2.487 -2.763
C -0.927 -3.845 -1.698
C -6.921 1.099 -0.872
H -3.277 2.653 3.765
C 2.844 -5.026 -1.088
C 1.320 -3.086 -1.230
H -2.686 1.271 4.780
C 5.799 0.821 0.717
N 8.970 1.558 -1.958
H 3.604 1.860 -2.450
H -1.911 -7.064 -2.478
H 5.535 5.368 -1.909
H 2.242 -5.536 -0.336
C -5.493 0.804 -1.323
H -3.033 -0.685 -1.409
C 3.666 -3.060 -2.383
C 2.749 -3.466 -1.127
H 3.315 -1.943 0.420
H 4.466 -3.278 0.279
H 1.874 1.565 3.803
C -5.928 1.487 3.567
C -4.727 1.998 -1.944
H 1.022 3.748 5.339
H -3.738 -1.018 4.474
N -1.201 -1.092 0.763
C -1.770 -4.884 -2.370
C -2.782 0.036 1.918
H -0.510 5.380 0.828
C -3.304 -4.774 -2.061
C -0.090 2.230 -1.664
H 3.654 4.411 -0.683
H -1.379 -6.462 -0.848
C 4.612 3.894 -0.765
H -3.531 -4.851 -0.973
H 5.900 -1.965 3.286
O -1.691 -0.206 2.805
O 3.356 1.053 -1.887
H 4.653 -3.556 -2.185

---

49
Properties=species:S:1:pos:R:3 method="wB97M-V/def2-TZVPD" energy_ev=-268421.1582 multiplicity=2 total_charge=+1
C 1.887 -0.925 -3.016
C -0.354 3.799 2.073
H 1.239 -4.094 2.293
H -0.976 5.863 1.900
C -2.122 2.841 -1.993
H -4.460 -0.010 1.475
H 1.531 -3.588 -3.592
C -2.639 0.050 -2.738
C -0.334 2.563 1.300
H 2.812 -1.384 -3.371
C 2.393 -0.697 1.060
H 0.674 4.027 2.353
N 1.152 -1.090 0.780
O 3.767 -3.388 2.970
H -2.908 -0.174 2.321
Se -2.656 -0.994 -0.016
H -4.406 -0.683 -1.760
C 1.595 -3.124 1.965
H -3.156 1.176 1.189
H 0.025 -3.822 -2.680
C 1.014 -1.940 -2.287
H 1.594 -2.360 -1.450
H -0.903 3.605 2.993
H -2.015 4.741 1.017
H -3.220 0.407 -3.584
H -2.862 3.075 -2.753
H -0.416 5.165 0.378
H 4.288 -1.077 1.995
H -2.608 2.721 -1.025
C 0.778 -2.303 1.227
H -1.406 3.660 -1.935
H -2.185 -0.906 -3.003
C 3.289 -1.439 1.792
H 2.149 -0.091 -2.359
H 0.063 -2.704 -4.057
C 0.637 -3.090 -3.210
O -0.174 -1.360 -1.802
C -3.532 -0.087 -1.514
Se -1.119 1.250 -2.503
H 3.409 -4.240 3.238
Cu -0.236 -0.143 -0.412
H -3.866 0.876 -1.143
N -0.325 1.604 0.685
H 1.344 -0.524 -3.876
C -3.387 0.133 1.392
C 2.885 -2.683 2.263
H -0.218 -2.622 0.949
C -0.981 4.962 1.288
Br 2.949 0.976 0.395

---

In eV/Å, the F_max values for the records above are, in order, 6.30 3.70 0.75.